(1)
# C9H9BIN2NiO9P2

A molecular structure, C9H9BIN2NiO9P2 in a non-equilibrium geometry (wB97M-V/def2-TZVPD, the OMol25 dataset).

Geometry (Å):
H -4.07430 -1.27842 0.79659
C 2.06962 2.36954 -1.58827
P 0.24092 -0.35339 3.37509
O -2.23602 0.82979 0.15525
H -2.74221 -3.54774 -2.70495
O 1.64595 -0.72924 3.90960
C -2.53893 -0.37696 -0.52392
O 1.02197 -0.80777 0.12666
Ni 0.76851 0.99425 0.64904
H 3.66661 4.91248 -0.17920
H -1.11548 -1.53846 -3.41575
B -1.02311 1.25046 -0.46894
P 0.97302 -1.97590 1.15098
I 3.69269 4.35200 -3.46486
O -0.96007 0.70553 -1.76152
H 2.03814 -1.40441 3.18166
C -1.77200 -1.54107 -2.53090
O 0.24376 -3.13853 0.35128
C 2.97073 3.49748 -1.73181
C -1.77975 -0.42101 -1.66960
C -3.46342 -1.35505 -0.14091
O -0.10945 -1.47646 2.23117
N 2.35380 3.30023 0.37090
O -0.76296 -0.22022 4.43966
H -4.27269 -3.22108 -0.91890
H 1.75002 1.69429 -2.38545
H 2.22855 3.40214 1.38916
N 1.73313 2.23661 -0.28727
C -3.49858 -2.45431 -1.03457
O 2.27118 -2.23384 1.89871
C -2.62996 -2.59104 -2.14125
H -0.17263 -3.84781 0.94282
O 0.36110 0.94360 2.46845
C 3.12185 4.02433 -0.48896

Values from the calculation:
- HOMO-LUMO gap (spin up / spin down): 5.83 / 6.87 eV
- Multiplicity: 3
- Total charge: -1
- Expectation value of S²: 2.025

***

(2)
# C9H9Cl2NO2

C9H9Cl2NO2 in the gas phase in a non-equilibrium geometry (wB97M-V/def2-TZVPD, the OMol25 dataset).

Geometry (Å):
C 1.49021 -0.29326 -0.52858
H -1.93932 1.34802 2.59252
H -1.12858 0.90227 3.95744
C -1.02124 1.49463 3.04052
Cl -0.59510 -3.40519 1.14781
H 2.44176 -0.67758 -0.54930
N 0.33786 1.04175 1.05425
O 1.56983 0.62020 0.64201
C 0.54569 -1.45091 -0.34359
H 1.73717 1.62091 -1.61488
C 0.47999 -2.09118 0.85778
Cl 1.43566 0.49319 3.33960
H 0.97934 -1.73972 1.70316
H -0.65005 2.50698 3.25308
C 0.15065 0.94332 2.33662
H 0.29263 0.65892 -3.64846
C -0.14433 -1.87940 -1.49836
C 1.26374 0.58789 -1.67628
H -0.71143 -2.92429 -1.40781
C -0.17751 -1.16562 -2.65380
O -0.51786 1.28179 0.19529
H -0.75194 -1.56967 -3.42054
C 0.59157 0.11314 -2.73668

Values from the calculation:
- Structure (SMILES): C/C(Cl)=[N+](\[O-])O[C@@H]1C=CC=C/C1=C\Cl
- HOMO-LUMO gap: 7.99 eV
- Total charge: 0

***

The records above yield molecular weight values of 547.53 234.08 Da, respectively.
The records above yield calculated total energy values of -3648.98572 -1473.76211 hartree, respectively.